10
Properties=species:S:1:pos:R:3 method="wB97M-V/def2-TZVPD" energy_ev=-82350.15036 lumo_energy_ev="-0.08 / -3.27" e_above_lowest_kcal_mol=104.3 charge=0
C -1.0710 -2.5468 -0.3484
C -0.8568 -1.3263 -0.2222
C -0.8278 0.2102 0.3499
C -0.1231 -0.2700 -0.9001
Br -1.7238 -4.1927 0.0164
I -4.2480 1.2524 0.1030
H -1.7455 0.7127 0.0329
H -0.4350 0.2586 1.3600
H 0.9902 -0.3728 -0.7655
H -0.3000 -0.1458 -1.9696